[1]
Below is C11H13CeClN2O2 as an isolated structure, with properties calculated with the ωB97M-V functional and the def2-TZVPD basis.

The total charge is +2. The calculation puts the energy above the lowest of the compared OMol25 structures with the same formula, charge and spin at 226.1 kJ/mol. For the HOMO-LUMO gap (alpha / beta), the calculation gives 6.56 / 6.53 eV.

XYZ file:
```
30
Properties=species:S:1:pos:R:3:forces:R:3
Cl 1.499041 -2.868385 2.265976 -0.4 0.7 -1.0
C 2.893453 0.099695 -0.807838 1.5 -0.6 -0.7
C 2.153676 -0.063398 -2.017120 1.0 -0.3 -0.4
C 1.962184 -1.461168 -2.232246 1.1 0.6 -0.2
H 1.855621 0.745361 -2.691420 -0.1 -0.3 0.3
C 2.587570 -2.165854 -1.162378 0.8 0.4 -0.4
C 3.176519 -1.206604 -0.289497 0.9 0.4 -0.7
H 3.691001 -1.443759 0.650740 -0.3 0.1 -0.4
H 3.283702 1.039261 -0.401781 -0.4 -0.5 -0.1
H 1.516228 -1.931255 -3.107848 -0.2 0.2 0.3
C 2.441344 -3.603506 -0.866142 -0.1 -0.4 0.2
Ce 0.788809 -0.900306 -0.094803 -3.7 -0.5 4.0
C 0.912536 2.133429 -0.086967 -1.5 1.2 0.6
C 0.846667 -0.785298 2.521843 -1.4 2.2 2.6
O 0.322951 3.081470 0.087780 1.1 -1.2 -0.4
O 0.522151 -0.379721 3.569935 1.3 -1.6 -3.2
H 1.514522 -4.005078 -1.262874 -0.2 -0.2 -0.2
H 2.461424 -3.781100 0.204615 0.1 -0.1 0.0
H 3.244516 -4.186926 -1.297939 0.3 -0.1 -0.3
C -4.473547 1.406199 0.064769 -0.4 -0.4 -0.3
N -3.163914 1.802564 0.621336 1.0 -0.4 0.1
C -3.030545 3.102258 1.318719 0.2 0.5 0.3
C -2.185869 0.971824 0.476958 0.2 -0.7 -0.5
N -1.369712 0.141740 0.241435 -0.6 1.2 0.4
H -5.169550 2.190988 0.376398 0.0 -0.4 -0.2
H -4.765616 0.429918 0.498770 0.0 0.6 -0.4
H -4.418736 1.362493 -1.040689 -0.1 0.0 0.6
H -2.659474 2.962006 2.353754 -0.2 0.1 -0.7
H -2.387513 3.807932 0.753332 -0.4 -0.5 0.3
H -4.049436 3.505219 1.353178 0.5 0.0 0.1
```
Forces are in eV/Å.

[2]
Below is C11H13Cl4I2O2TeTi as an isolated structure, with properties calculated with the ωB97M-V functional and the def2-TZVPD basis.

The total charge is +1. The calculation puts the energy above the lowest of the compared OMol25 structures with the same formula, charge and spin at 3.1 kJ/mol. For the HOMO-LUMO gap (alpha / beta), the calculation gives 7.37 / 7.36 eV. As for the spin multiplicity: 3.

XYZ file:
```
34
Properties=species:S:1:pos:R:3:forces:R:3
Ti -0.270417 0.084744 -0.707761 0.5 -0.4 -0.2
Cl 0.179177 -5.781639 3.583885 0.0 0.0 0.0
C 0.351294 -4.367069 2.612655 0.1 0.0 0.0
C 1.631125 -3.997137 2.167846 -0.1 0.0 0.0
C 1.804868 -2.876646 1.394205 0.1 0.1 -0.1
Cl 3.373291 -2.413805 0.853796 0.0 0.0 0.0
C 0.704997 -2.083339 1.019502 0.0 -0.1 0.1
O 0.882684 -1.012053 0.281962 -0.2 0.3 -0.1
C -0.575527 -2.465698 1.477872 0.2 0.0 0.0
C -1.708761 -1.673497 1.164119 -0.2 0.1 0.0
O -1.698614 -0.645236 0.451695 -0.1 0.0 0.1
C -0.737413 -3.613927 2.281164 -0.1 0.0 0.0
H 2.487310 -4.600019 2.438197 0.0 0.0 0.0
H -2.674806 -1.962134 1.587653 0.0 0.0 0.0
H -1.724340 -3.895421 2.625358 0.0 0.0 0.0
I -1.948199 2.142918 -2.108259 0.0 -0.1 0.0
C -2.529908 1.158857 -3.813009 0.0 0.0 0.0
I -0.662880 -1.513026 -2.788950 0.0 0.1 0.0
H -1.932873 1.303518 -4.696847 0.0 0.0 0.0
H -3.321485 0.435792 -3.725265 0.0 0.0 0.0
C -1.208679 2.521393 2.275089 0.0 0.0 0.0
Te 0.514302 2.315606 1.038221 -0.1 0.0 0.0
C 0.240983 4.140427 -0.027394 0.0 0.0 0.0
H -2.095992 2.631360 1.658206 0.0 0.0 0.0
H -1.076230 3.384618 2.920360 0.0 0.0 0.0
H -1.279980 1.619192 2.877451 0.0 0.0 0.0
H 0.681423 4.942748 0.556277 0.0 0.0 0.0
H -0.821285 4.320045 -0.172326 0.0 0.0 0.0
H 0.743384 4.054542 -0.988082 0.0 0.0 0.0
Cl 2.343850 0.755516 -1.776645 0.0 -0.1 0.3
C 2.644746 1.537321 -3.348730 -0.1 0.1 -0.2
Cl 1.455626 2.782632 -3.716501 0.0 0.0 0.0
H 2.605686 0.771505 -4.113812 0.0 0.0 0.0
H 3.622644 1.997912 -3.281933 0.0 0.0 0.0
```
Forces are in eV/Å.

[3]
Below is C11H13F3N2O2 in the gas phase, with properties calculated with the ωB97M-V functional and the def2-TZVPD basis.

The total charge is 0. The calculation puts the energy above the lowest of the compared OMol25 structures with the same formula, charge and spin at 0.0 kJ/mol. For the HOMO-LUMO gap, the calculation gives 10.02 eV. The SMILES is O=C(O)Cn1nc(C(F)(F)F)c2c1CCCCC2.

XYZ file:
```
31
Properties=species:S:1:pos:R:3:forces:R:3
O 2.389736 -1.804823 3.451582 -0.8 1.8 0.4
F 0.292327 4.368581 0.435376 -0.6 -0.1 -0.1
F -1.733058 3.487390 0.238560 0.4 0.7 -0.4
F -0.370532 3.658230 -1.503310 -0.5 -0.2 1.0
N 1.181837 1.757913 0.856288 0.6 -0.5 0.8
O 1.436718 0.235043 3.875996 0.4 -0.8 -1.1
C 2.043728 -0.696432 3.083549 0.6 -1.6 0.2
C 0.062791 2.008302 0.207053 -0.1 -1.6 -0.7
C -0.565153 0.752264 -0.154820 -1.0 2.1 0.0
C 0.179655 -0.245667 0.388498 0.6 0.4 0.5
N 1.257212 0.391534 0.998825 -0.3 0.1 -0.7
C -0.447235 3.424193 -0.158329 1.3 -1.6 0.1
C 2.379231 -0.331227 1.635246 -1.4 1.2 0.4
C -1.798729 0.604255 -1.000676 0.7 -0.2 -0.2
C -0.105459 -1.734717 0.277982 1.1 0.8 -0.2
C -1.420853 -0.253304 -2.236288 -0.8 0.2 0.3
C -0.027446 -2.114045 -1.212676 0.2 -0.9 -0.2
C -1.293802 -1.759929 -1.972289 0.3 0.7 -0.1
H 1.139299 0.969581 3.304785 0.2 -0.1 0.2
H 2.596260 -1.224890 1.078251 -0.1 -0.4 -0.1
H 3.292682 0.238541 1.661860 0.1 0.7 -0.2
H -2.224717 1.580193 -1.304906 0.5 -0.5 0.1
H -2.578489 0.125167 -0.407634 -0.2 -0.2 -0.1
H 0.592855 -2.325829 0.877680 0.0 0.1 0.0
H -1.099920 -1.911710 0.682718 -0.1 -0.1 -0.1
H -2.241250 -0.098144 -2.919936 -0.2 -0.1 -0.6
H -0.494757 0.125481 -2.704724 -0.4 -0.1 0.2
H 0.833637 -1.631048 -1.737480 -0.5 -0.3 0.6
H 0.124112 -3.203826 -1.337701 0.0 0.4 0.3
H -2.190359 -2.146112 -1.466683 0.2 0.1 -0.1
H -1.210322 -2.244965 -2.936796 -0.2 -0.2 -0.3
```
Forces are in eV/Å.

[4]
Below is C11H13F6InNO as an isolated structure, with properties calculated with the ωB97M-V functional and the def2-TZVPD basis.

The total charge is -1. The calculation puts the energy above the lowest of the compared OMol25 structures with the same formula, charge and spin at 509.7 kJ/mol. For the HOMO-LUMO gap (alpha / beta), the calculation gives 7.00 / 5.84 eV.

XYZ file:
```
33
Properties=species:S:1:pos:R:3:forces:R:3
C -0.521501 1.300560 -3.375098 0.6 0.1 -0.1
C 0.867746 1.350364 -3.080341 -0.5 0.3 0.0
C 1.022113 1.721512 -1.724207 -0.3 0.0 -0.1
C -0.278455 1.909431 -1.167720 0.4 0.2 -0.4
C -1.238520 1.653506 -2.203706 0.1 -0.5 0.2
In -0.807732 -0.712337 -0.803599 -3.5 2.2 -1.6
N -3.299528 -1.453366 -1.084428 2.5 -0.1 1.3
C 0.063437 -2.352622 -1.649098 -5.7 -3.1 -0.8
C 1.358296 -1.971696 -1.812503 5.0 1.3 -0.9
H 1.972342 1.905618 -1.216832 -0.4 -0.1 -0.1
H 1.671862 1.210484 -3.805977 -0.2 -0.1 0.3
H -0.495724 2.347432 -0.188176 0.1 -0.4 -0.5
H -2.321341 1.782384 -2.119575 0.5 -0.1 0.0
H -0.946380 1.117423 -4.364815 0.1 -0.1 0.4
H 1.560715 -1.309264 -2.787947 0.2 -1.5 2.7
H -0.273936 -3.091829 -0.848025 0.9 0.5 -1.0
H -2.898050 -2.052560 -0.283758 -1.0 0.3 -0.8
H 2.082937 -2.096016 -0.849968 -1.5 0.6 -2.8
H -0.792106 -2.448925 -2.524290 2.7 0.0 1.6
C 1.474343 0.673085 2.121858 0.8 0.1 0.4
C 0.055750 0.145835 2.107760 -0.9 -0.8 0.2
O -0.492542 0.228320 0.849111 0.0 1.3 4.2
C 0.068660 -1.382520 2.485274 0.5 -0.2 -0.2
F 0.671624 -1.601185 3.677477 -0.4 -0.2 -0.4
F -1.136755 -2.016899 2.488782 1.0 0.8 0.1
F 0.827298 -2.041756 1.530477 -0.6 0.4 0.9
C -0.742028 0.976995 3.290127 0.0 0.1 -0.5
F -0.154879 0.917196 4.542463 -0.3 -0.2 -1.4
F -0.763264 2.305090 2.965529 0.0 -1.1 0.1
F -2.020721 0.577983 3.460918 0.8 0.2 -0.2
H 2.062148 0.133899 1.368729 -0.2 0.2 0.1
H 1.936264 0.526572 3.112035 -0.1 0.1 -0.4
H 1.487927 1.747295 1.889523 -0.1 -0.4 0.0
```
Forces are in eV/Å.

Which value of total charge does entry 1 give?
+2

Copy entry 3 word for word.
Below is C11H13F3N2O2 in the gas phase, with properties calculated with the ωB97M-V functional and the def2-TZVPD basis.

The total charge is 0. The calculation puts the energy above the lowest of the compared OMol25 structures with the same formula, charge and spin at 0.0 kJ/mol. For the HOMO-LUMO gap, the calculation gives 10.02 eV. The SMILES is O=C(O)Cn1nc(C(F)(F)F)c2c1CCCCC2.

XYZ file:
```
31
Properties=species:S:1:pos:R:3:forces:R:3
O 2.389736 -1.804823 3.451582 -0.8 1.8 0.4
F 0.292327 4.368581 0.435376 -0.6 -0.1 -0.1
F -1.733058 3.487390 0.238560 0.4 0.7 -0.4
F -0.370532 3.658230 -1.503310 -0.5 -0.2 1.0
N 1.181837 1.757913 0.856288 0.6 -0.5 0.8
O 1.436718 0.235043 3.875996 0.4 -0.8 -1.1
C 2.043728 -0.696432 3.083549 0.6 -1.6 0.2
C 0.062791 2.008302 0.207053 -0.1 -1.6 -0.7
C -0.565153 0.752264 -0.154820 -1.0 2.1 0.0
C 0.179655 -0.245667 0.388498 0.6 0.4 0.5
N 1.257212 0.391534 0.998825 -0.3 0.1 -0.7
C -0.447235 3.424193 -0.158329 1.3 -1.6 0.1
C 2.379231 -0.331227 1.635246 -1.4 1.2 0.4
C -1.798729 0.604255 -1.000676 0.7 -0.2 -0.2
C -0.105459 -1.734717 0.277982 1.1 0.8 -0.2
C -1.420853 -0.253304 -2.236288 -0.8 0.2 0.3
C -0.027446 -2.114045 -1.212676 0.2 -0.9 -0.2
C -1.293802 -1.759929 -1.972289 0.3 0.7 -0.1
H 1.139299 0.969581 3.304785 0.2 -0.1 0.2
H 2.596260 -1.224890 1.078251 -0.1 -0.4 -0.1
H 3.292682 0.238541 1.661860 0.1 0.7 -0.2
H -2.224717 1.580193 -1.304906 0.5 -0.5 0.1
H -2.578489 0.125167 -0.407634 -0.2 -0.2 -0.1
H 0.592855 -2.325829 0.877680 0.0 0.1 0.0
H -1.099920 -1.911710 0.682718 -0.1 -0.1 -0.1
H -2.241250 -0.098144 -2.919936 -0.2 -0.1 -0.6
H -0.494757 0.125481 -2.704724 -0.4 -0.1 0.2
H 0.833637 -1.631048 -1.737480 -0.5 -0.3 0.6
H 0.124112 -3.203826 -1.337701 0.0 0.4 0.3
H -2.190359 -2.146112 -1.466683 0.2 0.1 -0.1
H -1.210322 -2.244965 -2.936796 -0.2 -0.2 -0.3
```
Forces are in eV/Å.

Among the records above, which one has the lowest total charge?
C11H13F6InNO